The following is a quantum chemistry calculation of 8 unconnected molecules or ions with the total composition C41H59BrNO16, from the Open Molecules 2025 dataset.

```
118
Properties=species:S:1:pos:R:3:forces:R:3
Br 4.793 1.213 -4.670 0.170 0.261 0.185
O -1.644 -3.070 0.018 -0.030 -0.364 0.093
O 6.968 -0.093 -0.075 0.201 -0.137 0.084
O 4.360 3.075 -0.109 0.257 -0.174 -0.063
O -3.888 -6.388 4.759 0.075 -0.033 0.005
O 1.855 10.604 -1.146 0.107 -0.059 -0.104
O -3.101 -4.648 5.936 0.031 -0.419 0.274
O -5.498 2.067 -6.205 -0.078 -0.051 -0.156
O 1.074 8.932 -2.415 -0.003 0.036 0.054
O -3.125 -10.540 7.433 0.017 0.039 -0.048
O -3.579 -3.463 1.079 -0.034 -0.083 0.017
O 7.278 -2.240 -0.644 -0.107 -0.015 0.127
O 0.766 4.239 -1.250 0.254 0.006 0.648
O 6.093 4.336 -0.762 0.027 -0.086 -0.007
O -3.859 -8.934 8.808 -0.001 -0.041 -0.083
O 0.669 3.905 -3.448 0.101 0.008 -0.344
O -3.567 3.084 -6.682 -0.031 -0.028 -0.097
N 1.838 1.356 -1.813 0.373 -0.194 -0.596
C -3.858 -5.570 5.841 -0.201 0.317 0.300
C -2.817 -3.659 3.301 0.222 0.364 -0.504
C 3.952 5.293 -1.051 0.373 -0.055 -0.588
C 9.195 0.571 0.297 0.109 -0.071 -0.051
C -4.048 -3.430 2.437 -0.034 -0.016 0.166
C -4.927 -5.991 6.832 0.049 -0.494 -0.108
C 0.670 3.508 -2.260 -0.182 0.406 -0.705
C -4.915 3.003 -6.669 -0.128 0.038 0.258
C -0.121 7.695 -0.815 -0.001 -0.009 0.280
C -1.941 -11.348 7.300 0.192 -0.088 -0.051
C 7.785 1.086 0.039 0.053 0.236 0.053
C -0.447 1.674 -0.923 0.738 -0.830 0.277
C 0.176 9.080 -0.247 0.090 -0.480 -0.231
C -3.161 -0.910 -1.672 -0.139 0.080 0.021
C 6.287 5.668 -1.260 0.007 0.184 -0.126
C -5.261 -7.406 6.372 -0.100 0.095 -0.035
C 4.430 -0.567 -2.485 0.121 -0.090 0.121
C -2.312 0.189 -1.861 -0.287 -0.489 -0.010
C -1.590 -9.787 9.047 0.246 -0.077 -0.479
C -2.693 1.146 -2.796 -0.032 -0.005 0.002
C 4.965 6.050 -1.908 -0.128 0.084 0.023
C -3.876 1.008 -3.514 -0.278 -0.026 -0.117
C 0.529 1.985 -2.065 -0.612 0.537 0.543
C -4.705 -0.090 -3.334 0.144 -0.407 0.576
C -1.722 -3.011 2.453 -0.387 -0.385 0.169
C -4.966 -7.334 4.882 -0.189 -0.112 0.049
C -4.324 4.861 -8.019 -0.123 0.056 0.013
C 2.460 0.951 -3.078 0.155 0.378 -0.153
C -2.250 -3.185 1.043 0.362 0.267 0.030
C -0.831 -10.537 7.954 0.058 0.051 0.114
C -2.978 -9.661 8.452 -0.009 0.009 0.420
C -1.024 0.257 -1.075 -0.179 0.587 -0.095
C 0.054 7.909 -2.306 -0.072 -0.333 -0.067
C 7.732 -1.160 -0.407 0.040 -0.064 -0.292
C 9.193 -0.749 -0.468 0.006 0.320 0.407
C -4.344 -1.053 -2.390 0.400 0.260 -0.069
C 4.759 4.094 -0.589 -0.384 0.255 0.184
C -3.146 4.359 -7.192 0.061 0.193 -0.075
C 1.141 9.647 -1.274 -0.160 0.241 0.129
C 3.971 0.835 -2.893 -0.076 -0.923 -0.496
C -5.514 4.261 -7.272 0.366 0.060 -0.390
H -1.619 -1.944 2.656 0.092 0.007 -0.072
H -2.907 -3.244 4.292 -0.037 0.101 0.057
H -4.509 -2.455 2.618 0.021 0.012 -0.019
H -1.204 2.443 -0.790 -0.136 -0.003 -0.195
H -1.168 -8.806 9.249 -0.144 0.023 0.205
H -0.714 9.713 -0.215 0.063 0.093 0.044
H 0.641 9.040 0.734 -0.031 0.241 0.028
H -4.275 4.443 -9.026 0.024 0.000 0.004
H 4.801 7.126 -1.941 0.033 0.001 0.043
H 3.585 -1.167 -2.151 -0.081 0.154 0.291
H -2.625 -4.723 3.395 -0.011 -0.056 0.036
H 3.640 5.868 -0.179 -0.099 -0.101 0.039
H 2.256 1.666 -3.881 -0.081 0.173 0.102
H -4.353 5.946 -8.108 0.043 0.000 0.063
H 0.382 7.006 -2.819 0.126 0.062 -0.015
H -5.777 -5.313 6.737 0.056 0.080 0.048
H 9.474 -0.617 -1.514 -0.005 -0.092 -0.019
H 7.710 1.649 -0.893 -0.031 -0.002 0.014
H 2.075 -0.012 -3.423 -0.079 -0.070 0.105
H 9.969 1.268 -0.017 -0.056 0.036 -0.047
H -2.116 -12.299 7.807 -0.020 0.019 0.028
H -5.856 4.907 -6.462 -0.072 -0.056 0.021
H -2.061 2.006 -2.977 -0.030 0.063 -0.008
H 9.329 0.377 1.363 -0.013 0.019 0.006
H -0.856 8.280 -2.786 0.032 0.089 0.014
H -1.658 -10.363 9.971 -0.035 0.074 0.049
H 5.184 -0.526 -1.702 -0.086 -0.049 0.091
H 4.365 1.579 -2.209 -0.044 0.195 -0.152
H 7.117 5.665 -1.965 0.055 -0.139 0.071
H 0.122 1.590 -2.994 0.112 -0.116 -0.090
H -2.243 4.225 -7.781 0.037 -0.147 0.098
H -0.422 -9.824 7.237 -0.003 -0.019 -0.016
H -5.631 -0.224 -3.876 0.032 0.241 -0.190
H -0.272 -0.358 -1.576 0.062 -0.085 0.052
H -4.540 -5.966 7.847 -0.020 0.219 0.006
H 6.542 6.319 -0.420 -0.022 -0.009 0.016
H 7.409 1.701 0.852 -0.207 -0.050 -0.073
H -4.587 -8.110 6.850 -0.042 -0.052 0.013
H -5.816 -6.968 4.302 0.027 0.047 -0.007
H 9.823 -1.503 -0.004 -0.024 -0.153 -0.204
H 0.151 1.668 -0.011 0.007 0.245 0.057
H -4.648 -8.289 4.469 0.133 0.082 -0.085
H -1.179 -0.199 -0.097 -0.097 -0.081 0.028
H -1.758 -11.540 6.246 -0.168 0.042 -0.034
H -0.761 -3.506 2.564 0.119 0.195 -0.118
H 4.931 5.674 -2.931 0.005 -0.001 0.005
H -4.803 -4.204 2.570 -0.016 -0.002 -0.170
H -6.342 4.016 -7.931 -0.148 -0.039 0.194
H 4.866 -1.118 -3.314 0.014 0.070 -0.133
H 3.077 4.979 -1.620 -0.219 -0.056 0.343
H -4.185 1.754 -4.231 0.183 0.085 -0.051
H -6.280 -7.717 6.593 -0.010 0.012 -0.054
H -2.920 5.011 -6.347 -0.006 -0.017 0.013
H 2.467 2.069 -1.454 -0.320 0.047 0.513
H -1.103 7.309 -0.550 -0.001 -0.043 -0.076
H -4.959 -1.927 -2.220 -0.092 -0.010 -0.004
H 0.623 6.980 -0.463 -0.081 -0.124 -0.083
H -0.011 -11.150 8.321 -0.049 -0.056 0.000
H -2.880 -1.668 -0.947 -0.085 0.173 -0.263
```
Forces are in eV/Å.

The LUMO energy is 1.4 eV. The calculation puts the HOMO-LUMO gap at 5.829 eV. For the calculated total energy, the calculation gives -147770.545 eV. The value obtained for the highest occupied orbital energy is -4.5 eV. The total charge is -1. The value obtained for the molar mass is 901.82 g/mol. As for the max |F|: 1.1 eV Å⁻¹.